{"formula": "C19H27ClHfN2", "method": "ωB97M-V/def2-TZVPD", "symbols": ["C", "C", "C", "C", "Cl", "H", "H", "H", "H", "H", "H", "H", "H", "H", "C", "C", "C", "H", "C", "C", "H", "H", "H", "H", "C", "C", "C", "H", "C", "C", "H", "H", "H", "H", "Hf", "C", "C", "C", "C", "N", "N", "C", "H", "H", "H", "H", "H", "H", "H", "H"], "coordinates": [[0.188, 0.717, -5.357], [1.565, 1.225, -5.747], [-0.032, -0.650, -5.987], [-0.897, 1.666, -5.839], [0.158, 0.624, -3.441], [0.025, -0.492, -7.069], [-1.009, -1.078, -5.747], [0.739, -1.369, -5.696], [1.561, 1.328, -6.832], [2.345, 0.515, -5.451], [1.790, 2.189, -5.286], [-0.782, 1.737, -6.922], [-0.799, 2.663, -5.402], [-1.902, 1.290, -5.614], [1.837, -1.102, 0.977], [0.760, -1.675, 0.246], [0.949, -1.330, -1.153], [0.096, -2.443, 0.644], [2.058, -0.401, -1.212], [2.623, -0.307, 0.087], [3.549, 0.204, 0.333], [2.092, -1.382, 1.986], [0.563, -1.898, -1.999], [2.473, 0.036, -2.108], [-2.287, 1.214, -0.229], [-2.019, 0.015, 0.535], [-1.780, -1.035, -0.422], [-2.124, -0.149, 1.601], [-1.877, -0.474, -1.727], [-2.181, 0.908, -1.603], [-2.473, 1.555, -2.424], [-2.607, 2.187, 0.165], [-1.741, -2.104, -0.201], [-1.825, -1.044, -2.665], [-0.009, 0.576, -0.268], [2.860, 1.682, 4.380], [1.572, 1.479, 3.648], [0.261, 1.622, 4.079], [-0.543, 1.557, 2.930], [0.248, 1.237, 1.824], [1.535, 1.311, 2.325], [-1.942, 1.998, 3.020], [3.104, 2.763, 4.479], [2.781, 1.253, 5.396], [3.696, 1.176, 3.855], [-0.087, 1.802, 5.098], [2.368, 1.238, 1.762], [-2.214, 1.954, 4.094], [-2.051, 3.056, 2.703], [-2.675, 1.387, 2.481]], "atomic_forces_ev_per_a": [[0.21, 0.38, -1.40], [0.14, 0.00, 0.69], [-0.04, -0.37, 0.81], [-0.20, 0.12, 0.76], [0.29, 0.15, -1.01], [-0.02, -0.10, 0.17], [0.06, 0.13, -0.07], [-0.05, 0.12, -0.09], [0.15, 0.05, 0.01], [-0.12, 0.09, -0.16], [-0.07, -0.02, -0.16], [-0.10, 0.07, 0.08], [0.07, -0.09, -0.13], [0.19, 0.01, -0.10], [-0.17, -0.16, -1.36], [1.40, -0.43, -0.42], [1.43, -0.22, 0.27], [0.35, 0.37, -0.18], [-0.25, -1.49, 0.31], [-1.05, -0.19, 0.08], [-0.18, 0.10, -0.05], [-0.23, 0.43, 0.27], [-0.22, 0.58, 0.29], [-0.06, -0.03, -0.01], [-0.53, 0.29, 0.53], [-1.29, -0.80, -0.76], [-1.69, 0.44, -0.09], [0.06, 0.03, -0.35], [-0.31, -0.48, 0.62], [-0.52, -0.50, 0.61], [0.52, 0.07, 0.19], [0.24, -0.51, -0.09], [0.23, 0.64, -0.12], [0.17, 0.44, 0.67], [1.44, -0.36, -0.43], [0.41, -0.30, 0.18], [0.22, 0.84, 0.09], [-0.34, -0.11, -0.54], [1.78, -0.22, 0.51], [-0.10, 1.48, 0.81], [-0.10, -0.12, 0.89], [-1.30, 0.04, 0.15], [-0.26, -0.68, -0.11], [0.07, 0.26, -0.51], [-0.42, 0.33, 0.34], [0.21, -0.03, -0.53], [-0.38, -0.14, -0.19], [0.04, 0.11, -0.69], [0.13, -0.58, 0.06], [0.17, 0.38, 0.17]], "total_charge": 2, "e_tot_ha": -1357.34224, "homo_ev": -15.572, "e_above_lowest_kcal_mol": 12.4, "orbital_gap_ev": 8.12, "molar_mass_g_mol": 497.382}